ORCA calculation (ωB97M-V/def2-TZVPD) on a 10-piece molecular cluster, C40H66F12N12O12S4 overall at a distorted geometry.

CARTESIAN COORDINATES (ANGSTROEM)
C (4.93115, -7.47957, 0.15220)
C (4.49561, -7.21430, -1.32362)
N (3.94099, -5.91717, -1.69236)
C (4.44415, -4.98008, -2.54430)
C (3.68289, -3.85665, -2.74184)
N (2.55075, -4.11312, -1.96973)
C (2.72915, -5.35791, -1.28463)
C (1.29548, -3.36673, -1.97385)
H (4.13365, -7.23606, 0.85419)
H (5.73464, -6.81184, 0.46309)
H (5.19026, -8.52917, 0.29116)
H (3.84995, -8.04254, -1.61556)
H (5.37729, -7.44319, -1.92224)
H (5.42740, -5.11246, -2.97101)
H (3.77762, -3.06331, -3.46850)
H (1.98896, -5.76810, -0.61361)
H (0.43012, -3.97600, -1.71298)
H (1.26079, -3.01568, -3.00519)
H (1.52599, -2.47522, -1.39061)
C (0.53547, -0.02953, 0.97713)
C (-0.83186, 0.73470, 0.93525)
N (-1.35674, 0.96399, -0.40951)
C (-2.64247, 1.29498, -0.68793)
C (-2.80091, 1.45514, -1.98030)
N (-1.75613, 0.93325, -2.68854)
C (-0.86809, 0.46738, -1.68614)
C (-1.68781, 0.58277, -4.12180)
H (0.48934, -1.02154, 0.52781)
H (0.90363, -0.15702, 1.99512)
H (1.31961, 0.48024, 0.41733)
H (-0.76407, 1.69819, 1.44041)
H (-1.52758, 0.20196, 1.58353)
H (-3.22978, 1.62905, 0.15461)
H (-3.55760, 2.01196, -2.51301)
H (0.03708, -0.06759, -1.93286)
H (-0.84614, -0.09006, -4.28611)
H (-1.51878, 1.44873, -4.76183)
H (-2.55573, -0.00958, -4.41154)
C (2.43174, 1.62877, -6.46654)
C (2.46232, 0.10983, -6.97863)
N (1.23030, -0.63745, -6.99780)
C (0.27925, -0.52311, -7.97940)
C (-0.75424, -1.41924, -7.71163)
N (-0.42923, -2.08161, -6.47906)
C (0.72683, -1.52588, -6.07655)
C (-1.34043, -2.97138, -5.67517)
H (2.25449, 2.22973, -7.35846)
H (3.32917, 1.87092, -5.89725)
H (1.73610, 2.07158, -5.75372)
H (3.01117, -0.36358, -6.16455)
H (2.97426, 0.07500, -7.94030)
H (0.39857, 0.10171, -8.85219)
H (-1.59057, -1.80472, -8.27588)
H (1.11016, -1.74309, -5.09051)
H (-1.67311, -3.89767, -6.14359)
H (-2.08273, -2.39921, -5.11865)
H (-0.69883, -3.40939, -4.91058)
C (-1.08471, -3.72171, 5.98767)
C (-2.27684, -2.89077, 5.44089)
N (-2.36702, -2.74121, 4.05319)
C (-1.66874, -3.33858, 2.99784)
C (-2.25156, -3.01326, 1.84242)
N (-3.40480, -2.25041, 2.12106)
C (-3.44698, -2.03313, 3.42788)
C (-4.19565, -1.53899, 1.12011)
H (-0.81670, -3.58076, 7.03476)
H (-0.21809, -3.33986, 5.44798)
H (-1.12873, -4.78515, 5.75259)
H (-2.19764, -1.88880, 5.86265)
H (-3.23902, -3.14040, 5.88809)
H (-0.78171, -3.84036, 3.35533)
H (-2.02458, -3.07734, 0.78849)
H (-4.21655, -1.43960, 3.89893)
H (-3.58010, -1.31028, 0.25011)
H (-4.68461, -0.64570, 1.50875)
H (-5.02368, -2.22697, 0.94938)
C (0.84150, 5.84146, 3.66141)
C (-0.25538, 5.03167, 2.84175)
N (-0.25083, 5.22222, 1.36337)
C (-1.43847, 5.08700, 0.54526)
C (-1.16404, 5.22859, -0.77899)
N (0.17183, 5.55008, -0.82888)
C (0.74011, 5.46589, 0.45113)
C (0.98911, 5.72064, -2.05792)
H (1.85401, 5.48338, 3.47512)
H (0.68449, 5.60124, 4.71295)
H (0.75242, 6.92431, 3.57421)
H (-1.21778, 5.34618, 3.24545)
H (-0.11151, 3.97092, 3.04722)
H (-2.39427, 4.94948, 1.02894)
H (-1.87466, 5.14643, -1.58810)
H (1.80042, 5.49028, 0.65494)
H (1.91947, 5.15810, -1.97981)
H (1.17284, 6.74503, -2.38189)
H (0.59712, 5.21776, -2.94198)
C (1.37183, -0.11046, 5.57454)
C (2.18435, -1.06299, 4.82967)
N (3.20631, -1.76178, 5.59669)
C (4.49473, -1.34492, 5.83363)
C (4.99988, -2.06551, 6.92218)
N (4.06244, -3.04723, 7.35082)
C (2.92383, -2.81266, 6.51538)
C (4.22539, -4.08460, 8.36457)
H (0.86180, -0.67232, 6.35702)
H (0.58616, 0.22023, 4.89523)
H (1.73648, 0.82835, 5.99141)
H (2.62787, -0.53373, 3.98630)
H (1.45210, -1.77394, 4.44696)
H (4.95629, -0.62373, 5.17542)
H (5.94032, -1.98491, 7.44705)
H (1.92651, -3.14631, 6.76124)
H (3.46358, -4.84513, 8.19328)
H (4.09385, -3.56190, 9.31198)
H (5.20774, -4.55129, 8.29187)
C (-3.55008, 2.75203, 5.24620)
F (-4.90417, 2.96423, 5.57720)
F (-3.21357, 3.82719, 4.47127)
F (-2.85685, 2.87203, 6.36552)
S (-3.13723, 1.01626, 4.43573)
O (-3.37673, -0.00190, 5.49210)
O (-4.05096, 0.93673, 3.26744)
O (-1.75111, 0.91647, 3.96454)
C (-2.00036, 3.96054, -6.56777)
F (-0.88385, 3.31827, -7.00354)
F (-2.43557, 4.74091, -7.47242)
F (-2.91122, 3.11481, -6.18980)
S (-1.62210, 5.05596, -5.01793)
O (-1.47338, 4.05202, -4.04316)
O (-0.41848, 5.85673, -5.30789)
O (-2.79466, 5.93575, -4.75866)
C (-6.28642, 3.69878, 0.69523)
F (-6.13671, 2.39470, 0.91940)
F (-7.28449, 4.05744, 1.49551)
F (-5.20489, 4.37674, 1.02809)
S (-6.76259, 3.80367, -1.20137)
O (-7.95116, 2.97246, -1.28906)
O (-6.92293, 5.25599, -1.45648)
O (-5.63885, 3.06154, -1.79330)
C (2.54166, 2.08443, -2.34164)
F (2.25668, 2.61599, -3.48791)
F (3.44897, 2.74297, -1.63220)
F (1.40749, 1.97807, -1.76021)
S (2.90053, 0.26521, -2.80649)
O (1.78872, -0.13475, -3.58999)
O (4.16789, 0.33213, -3.62123)
O (3.04280, -0.34538, -1.44621)

**Largest force on an atom**: 7.4 eV/A
**Net charge**: +3
**Spin multiplicity**: 2
**Energy**: -160920.1187 eV
**Expectation value of S²**: 0.7646
**HOMO-LUMO gap (spin up / spin down)**: 0.1964 / 0.0646 Ha
**HOMO energy (spin up / spin down)**: -11.9898 / -11.9898 eV

ORCA calculation (ωB97M-V/def2-TZVPD) on C40H67As2KOP as an isolated structure at a distorted geometry.

CARTESIAN COORDINATES (ANGSTROEM)
K (1.38384, -2.62831, 1.13532)
C (4.72984, -4.39756, 0.08412)
C (3.90363, -4.65676, 1.30448)
C (2.56424, -5.09898, 1.20879)
C (1.92052, -5.15345, -0.16638)
C (1.88477, -5.45089, 2.38872)
C (0.64443, -6.27324, 2.22544)
C (2.39707, -5.09512, 3.67121)
C (1.73990, -5.56287, 4.93692)
C (3.64353, -4.39656, 3.73205)
C (4.03492, -3.69475, 5.00112)
C (4.48174, -4.37676, 2.60086)
C (5.94846, -4.29376, 2.80061)
H (4.41197, -5.05324, -0.74608)
H (5.78355, -4.50182, 0.29092)
H (4.55488, -3.38147, -0.35108)
H (2.59654, -4.72900, -0.92353)
H (0.94002, -4.63651, -0.20227)
H (1.74518, -6.22297, -0.45389)
H (0.71425, -7.11551, 1.48643)
H (-0.25863, -5.70933, 1.97057)
H (0.42299, -6.71793, 3.22279)
H (1.90754, -6.65098, 5.05972)
H (0.63397, -5.42844, 4.91101)
H (2.10279, -5.13429, 5.87731)
H (3.20148, -3.28932, 5.51061)
H (4.81841, -2.89388, 4.75486)
H (4.52934, -4.34799, 5.71756)
H (6.29021, -3.25566, 2.83824)
H (6.52243, -4.79197, 1.99286)
H (6.15708, -4.80653, 3.76092)
C (-0.59820, -3.20747, -5.88228)
As (-1.63536, -3.72573, -4.28327)
C (-2.41338, -5.31066, -5.18769)
C (-3.35006, -2.64683, -4.09847)
C (-3.90152, -2.08692, -5.26934)
C (-4.99645, -1.25687, -5.23002)
C (-5.61367, -1.03442, -4.01819)
C (-5.20566, -1.77077, -2.88951)
C (-3.98668, -2.44511, -2.83771)
As (-3.11772, -3.34405, -0.86321)
C (-4.00837, -5.06382, -0.59384)
C (-4.20179, -2.41932, 0.32800)
H (-0.96589, -3.88483, -6.66513)
H (0.43689, -3.48535, -5.59394)
H (-0.61076, -2.11283, -6.12486)
H (-2.72531, -5.07940, -6.20170)
H (-3.32648, -5.47316, -4.56137)
H (-1.72378, -6.16588, -5.19404)
H (-3.50765, -2.43516, -6.20066)
H (-5.19850, -0.72224, -6.17676)
H (-6.45220, -0.35076, -3.78914)
H (-5.79279, -1.89426, -2.01388)
H (-4.39968, -5.43073, -1.61664)
H (-4.64557, -5.05076, 0.27460)
H (-3.17763, -5.78677, -0.39545)
H (-5.29181, -2.52311, 0.16065)
H (-3.98515, -1.35053, 0.25074)
H (-3.84397, -2.78506, 1.32161)
C (4.38467, 4.50621, 0.13011)
C (3.68416, 3.25252, -0.40850)
C (2.25749, 3.55356, -0.84254)
C (1.52446, 4.34463, 0.26218)
C (2.22132, 4.31638, 1.65123)
C (3.68801, 4.90041, 1.50543)
P (-0.29605, 3.86018, 0.14630)
C (-1.24606, 4.80106, 1.52022)
C (-1.27125, 3.87181, 2.76795)
C (-1.91274, 4.33601, 3.97767)
C (-1.41544, 5.79033, 4.39495)
C (-0.38444, 6.35334, 3.43755)
C (-0.70892, 6.24950, 1.94783)
C (-0.69036, 4.56854, -1.40148)
C (-0.76919, 5.96160, -1.76465)
C (-2.04562, 6.23937, -2.60487)
C (-2.57772, 5.11789, -3.54814)
C (-2.49081, 3.71495, -2.92237)
C (-1.05598, 3.56938, -2.44607)
H (4.32227, 5.32247, -0.58366)
H (5.44450, 4.33212, 0.30355)
H (3.65490, 2.51574, 0.39314)
H (4.21572, 2.82086, -1.21962)
H (1.77609, 2.56274, -1.11093)
H (2.24324, 4.13074, -1.77504)
H (1.59103, 5.42618, 0.05020)
H (2.23331, 3.28633, 2.08589)
H (1.63896, 4.96610, 2.35501)
H (4.25839, 4.47085, 2.31269)
H (3.62989, 5.99003, 1.69806)
H (-2.25912, 4.94472, 1.22247)
H (-0.22997, 3.70712, 3.08804)
H (-1.50700, 2.85221, 2.50394)
H (-1.80717, 3.64199, 4.84424)
H (-3.01968, 4.34704, 3.89101)
H (-1.06770, 5.77406, 5.42657)
H (-2.30462, 6.45463, 4.38580)
H (0.59277, 5.86535, 3.60062)
H (-0.10741, 7.42249, 3.49482)
H (0.17075, 6.40410, 1.31765)
H (-1.40597, 7.04779, 1.66846)
H (-1.41023, -1.84436, -0.28136)
H (0.08115, 6.30596, -2.35537)
H (-0.77374, 6.58934, -0.84406)
H (-1.88250, 7.11133, -3.25747)
H (-2.86818, 6.54349, -1.92358)
H (-2.19120, 5.06855, -4.54611)
H (-3.64309, 5.36204, -3.68789)
H (-2.68903, 2.94545, -3.68239)
H (-3.18809, 3.57384, -2.05653)
H (-0.46201, 3.79939, -3.34693)
H (-0.79788, 2.53429, -2.16401)
O (-1.24562, -2.99394, 0.10129)

**Largest force on an atom**: 5.6 eV/A
**Net charge**: -1
**Spin multiplicity**: 1
**Energy**: -191897.9832 eV
**HOMO-LUMO gap**: 0.0911 Ha
**HOMO energy**: -1.4208 eV

ORCA calculation (ωB97M-V/def2-TZVPD) on C40H67AsBIrN6O as an isolated structure at a distorted geometry.

CARTESIAN COORDINATES (ANGSTROEM)
Ir (0.55442, 0.14717, -0.27373)
C (4.30824, -2.00607, -1.61153)
C (4.01735, -0.64765, -0.96440)
C (5.25485, 0.24640, -1.01140)
C (3.54587, -0.87475, 0.43688)
C (4.29484, -1.38165, 1.50172)
C (3.41711, -1.51253, 2.56126)
C (3.84809, -2.08853, 3.89344)
C (3.09374, -1.69245, 5.16039)
C (3.96686, -3.61518, 3.78895)
N (2.20705, -1.09605, 2.12032)
N (2.29233, -0.69240, 0.83190)
B (0.82340, -0.90834, 2.75904)
N (-0.23706, -1.78517, 2.05889)
N (-0.57495, -1.49096, 0.77299)
C (-1.68194, -2.17526, 0.49293)
C (-2.06183, -2.91930, 1.61968)
C (-1.14215, -2.63323, 2.60032)
C (-1.12679, -3.23335, 3.97997)
C (0.11911, -4.08645, 4.21484)
C (-1.36167, -2.23305, 5.11823)
C (-2.46026, -2.23466, -0.79861)
C (-1.97915, -3.44524, -1.60907)
C (-2.46086, -0.96798, -1.64546)
N (0.37227, 0.58968, 2.61559)
N (-0.16113, 1.07055, 1.44609)
C (-0.79548, 2.20451, 1.73375)
C (-0.66257, 2.48297, 3.09642)
C (0.09701, 1.45539, 3.61416)
C (0.65158, 1.31865, 5.00067)
C (2.06916, 1.90322, 5.02795)
C (-0.23839, 2.00721, 6.03147)
C (-1.60987, 2.97308, 0.73637)
C (-2.99380, 3.28464, 1.30973)
C (-0.91672, 4.27451, 0.33685)
H (4.74996, -1.88647, -2.60538)
H (3.38531, -2.58079, -1.68941)
H (5.01246, -2.57714, -1.00373)
H (3.18975, -0.17157, -1.49654)
H (6.10137, -0.23720, -0.51856)
H (5.07705, 1.20087, -0.51467)
H (5.54374, 0.44997, -2.04534)
H (5.34682, -1.61849, 1.51243)
H (4.86553, -1.70471, 4.01547)
H (2.13957, -2.20756, 5.25480)
H (2.91232, -0.62112, 5.20769)
H (3.70073, -1.96926, 6.02484)
H (2.99126, -4.07459, 3.62714)
H (4.38686, -4.02544, 4.70992)
H (4.61262, -3.90114, 2.95891)
H (0.86105, -1.21290, 3.90162)
H (-2.91283, -3.57617, 1.70485)
H (-1.98737, -3.90796, 3.97639)
H (1.01756, -3.48918, 4.07819)
H (0.16076, -4.91753, 3.50905)
H (0.12598, -4.49374, 5.22818)
H (-0.45588, -1.68313, 5.37005)
H (-1.68735, -2.76485, 6.01428)
H (-2.13324, -1.50879, 4.85227)
H (-3.49149, -2.42754, -0.48847)
H (-0.94028, -3.28707, -1.89917)
H (-2.59562, -3.58167, -2.50199)
H (-2.03079, -4.35983, -1.01653)
H (-1.44723, -0.61455, -1.82874)
H (-3.00390, -0.15894, -1.15437)
H (-2.94393, -1.17013, -2.60638)
H (-1.06948, 3.32463, 3.62990)
H (0.71117, 0.25938, 5.25060)
H (2.03536, 2.97060, 4.79940)
H (2.70897, 1.42421, 4.28478)
H (2.52307, 1.77780, 6.01352)
H (-0.26397, 3.08655, 5.86777)
H (0.14742, 1.83411, 7.03723)
H (-1.26167, 1.63254, 5.98682)
H (-1.71965, 2.33122, -0.14363)
H (-2.91967, 3.99219, 2.13859)
H (-3.49168, 2.38558, 1.67628)
H (-3.62239, 3.73941, 0.54220)
H (-0.74987, 4.89882, 1.21884)
H (-1.52066, 4.83862, -0.37711)
H (0.04025, 4.07296, -0.12718)
C (1.62603, -3.66266, -3.74161)
As (1.11443, -1.83104, -3.48209)
C (-0.45335, -1.59054, -4.57038)
C (2.44381, -0.74987, -4.34930)
O (0.86652, -1.52885, -1.87636)
H (1.85475, -3.85108, -4.78980)
H (0.79355, -4.28931, -3.42470)
H (2.49325, -3.88274, -3.12410)
H (-0.16483, -1.63587, -5.62077)
H (-0.89401, -0.61974, -4.35007)
H (-1.17570, -2.37319, -4.35048)
H (2.62363, -1.14194, -5.35045)
H (3.36433, -0.75714, -3.77050)
H (2.07196, 0.26773, -4.41533)
C (2.54445, 3.01846, -0.47048)
C (1.78691, 2.66459, -1.75832)
C (2.82212, 2.50961, -2.89249)
C (1.04337, 1.34336, -1.57272)
C (0.84943, 3.78538, -2.21681)
C (1.25879, 5.11612, -2.14775)
C (0.43630, 6.14553, -2.57882)
C (-0.81714, 5.86542, -3.10542)
C (-1.23288, 4.54576, -3.19263)
C (-0.40961, 3.51859, -2.74899)
H (2.98086, 2.10966, -0.05256)
H (1.89280, 3.43555, 0.29497)
H (3.34770, 3.73333, -0.66300)
H (3.53497, 1.71420, -2.66406)
H (3.37950, 3.43789, -3.03362)
H (2.32548, 2.27460, -3.83479)
H (0.79681, 0.89715, -2.55515)
H (2.23319, 5.35837, -1.74114)
H (0.77479, 7.17125, -2.49972)
H (-1.46147, 6.66742, -3.44220)
H (-2.20911, 4.31118, -3.59946)
H (-0.76634, 2.49731, -2.79140)

**Largest force on an atom**: 1.6 eV/A
**Net charge**: 0
**Spin multiplicity**: 1
**Energy**: -117911.0153 eV
**HOMO-LUMO gap (spin up / spin down)**: 0.2336 / 0.2335 Ha
**HOMO energy (spin up / spin down)**: -5.9376 / -5.9339 eV